# 1
44
Properties=species:S:1:pos:R:3:forces:R:3 method="wB97M-V/def2-TZVPD" homo_lumo_gap_ev=6.55 total_charge=0 largest_force_ha_per_bohr=0.044
Rb 0.250 -1.166 -1.103 0.7 0.2 0.1
H -2.211 1.860 0.370 0.0 -0.1 0.4
N -1.934 -0.072 1.128 -1.1 -0.5 0.1
H -3.660 1.197 -1.578 -0.1 0.2 0.4
C 1.851 2.427 -1.450 0.4 0.8 -0.4
H -3.756 1.133 0.730 0.1 -0.4 0.6
C 3.408 -3.124 -0.425 -0.1 -1.9 1.2
H 2.947 1.416 0.066 0.1 0.4 0.1
H -2.139 1.681 -3.613 -0.5 0.0 0.2
H 0.859 2.108 -1.128 0.1 -0.2 0.2
H 2.061 3.427 -1.046 -0.3 0.0 -0.1
H -2.897 -2.391 4.476 -0.4 -0.1 0.1
C 4.346 2.088 -1.376 -0.5 0.8 -0.6
H -3.704 -3.020 2.971 -0.1 -0.1 0.2
H -3.554 0.960 3.519 0.0 0.1 -0.4
O -1.675 0.789 -1.775 0.0 -0.5 0.1
C -3.065 -2.255 3.401 0.9 0.0 0.0
O 3.680 -4.278 -0.090 -0.1 0.6 -0.2
N 3.048 -2.809 -1.706 -0.4 0.4 -0.8
H -1.435 1.419 2.496 0.0 0.0 0.0
C -1.668 0.350 2.505 0.2 0.7 0.3
O -3.636 -1.008 3.102 -0.3 0.3 -0.3
H 1.830 2.502 -2.544 0.0 0.0 0.0
C -2.857 0.125 3.471 -0.2 -0.6 0.4
C -2.898 0.581 -1.087 -0.2 -0.5 -0.1
H 4.427 3.068 -0.892 0.4 -0.1 0.2
O 2.797 0.215 -1.547 -0.4 -0.4 0.1
H -2.346 -0.120 -3.579 -0.7 0.2 0.5
C -2.736 0.895 0.394 0.2 1.8 -1.4
H -2.557 -0.029 4.516 0.5 0.2 -0.1
C -1.802 0.742 -3.169 0.8 -0.3 -1.4
H 4.396 2.313 -2.450 0.1 -0.3 0.0
H -2.600 -0.840 1.248 0.4 -0.3 -0.1
H -0.741 -0.108 2.856 -0.2 -0.4 0.1
C 2.986 1.510 -1.044 -0.5 -2.1 0.6
H -2.060 -2.382 2.965 -0.1 0.1 -0.2
H -0.835 0.564 -3.660 0.3 0.3 0.7
H 3.162 -3.533 -2.389 0.3 -0.1 0.0
H 3.031 -1.845 -2.034 0.3 0.2 0.2
H -3.270 -0.455 -1.187 0.3 0.0 -0.2
H 3.311 -2.056 1.424 0.4 -0.7 0.2
H 3.202 -1.205 -0.095 0.0 0.6 0.4
H 5.145 1.407 -1.101 0.1 0.0 0.1
N 3.295 -2.080 0.430 -0.4 1.5 -1.3

---

# 2
48
Properties=species:S:1:pos:R:3:forces:R:3 method="wB97M-V/def2-TZVPD" relative_energy_kcal_mol=12.3 homo_lumo_gap_ev=5.89 total_charge=-1 largest_force_ha_per_bohr=0.029
H -0.912 0.462 0.806 0.0 -0.3 -0.4
H -4.476 0.940 -2.171 0.2 0.4 -0.1
O 1.070 1.788 -3.082 0.4 0.6 0.9
C 0.686 0.666 -3.405 -0.3 0.3 -0.5
N 1.317 -2.352 -5.574 0.2 0.0 -0.1
H 0.955 0.340 -0.452 -0.2 0.3 0.0
C 2.079 -2.974 -6.499 -0.4 -0.1 0.4
H 2.984 -1.158 -7.026 -0.1 0.0 0.1
C 3.111 -0.389 7.050 0.0 0.0 0.0
H -0.371 -1.698 4.494 0.0 0.1 -0.1
H -3.805 2.085 -3.385 -0.2 0.0 0.5
O 0.571 0.297 -4.603 -0.1 -1.5 -0.2
C -3.848 1.837 -2.307 0.7 0.0 0.2
H -1.062 -1.101 -0.044 0.1 0.4 0.0
H -0.832 3.009 -1.059 -0.4 0.1 0.0
C -2.419 0.447 -0.748 0.3 0.4 0.0
C 0.292 -0.324 -2.231 0.4 0.7 -0.9
H 3.510 -2.566 -7.884 -0.1 0.0 0.1
H -2.079 1.793 3.417 0.1 0.0 0.0
O 2.581 0.686 6.831 -0.1 0.0 0.0
H 4.870 0.031 6.131 0.0 0.0 0.0
H -0.612 -0.907 -2.485 0.3 0.4 0.0
O 2.027 -4.182 -6.717 0.2 0.0 -0.2
N 2.484 -1.393 7.731 -0.3 -0.1 0.1
H -4.286 2.687 -1.755 -0.2 -0.4 -0.3
H -2.413 3.127 -0.155 0.3 -0.2 -0.4
H 0.237 -0.221 5.159 0.0 0.0 -0.1
N 4.376 -0.683 6.636 0.2 0.1 -0.1
H 2.902 -2.284 7.921 0.0 0.0 0.0
H -0.756 1.807 4.532 0.0 -0.1 0.0
H -1.770 1.395 -2.654 0.1 0.0 0.7
N -1.389 1.293 3.948 -0.1 0.3 0.0
C -2.373 1.619 -1.757 -1.5 0.3 -0.3
H 1.137 -1.046 -2.179 -0.4 0.2 0.2
N 2.925 -2.146 -7.186 0.4 0.0 -0.4
N -0.415 -0.698 4.562 0.2 -0.2 0.3
H -2.324 3.770 -1.805 0.6 -0.2 0.3
H 4.829 -1.561 6.806 0.0 0.0 0.0
H -2.988 -0.391 -1.195 0.5 0.2 0.1
C -1.028 0.004 -0.197 -0.3 0.1 0.6
C -1.929 2.973 -1.144 -0.1 -0.4 -0.3
H -3.023 0.776 0.127 0.2 -0.2 -0.5
H 1.352 -1.352 -5.387 -0.5 0.2 0.3
H 0.681 -2.920 -5.046 0.0 0.1 0.0
H 1.550 -1.215 8.053 0.1 0.0 0.0
O -2.151 -0.667 3.107 -0.1 0.0 0.1
C -1.373 -0.066 3.823 0.0 0.0 -0.1
N 0.107 0.462 -0.998 -0.2 -1.3 0.1

---

# 3
50
Properties=species:S:1:pos:R:3:forces:R:3 method="wB97M-V/def2-TZVPD" homo_lumo_gap_ev="7.28 / 4.62" total_charge=-1 largest_force_ha_per_bohr=0.039 multiplicity=5
H -2.842 7.785 -2.055 -0.2 0.0 -0.2
H -1.762 4.361 3.767 0.1 0.0 0.2
H 1.271 8.234 -1.634 -0.2 0.0 -0.2
H -1.363 3.961 -3.251 0.0 -0.3 0.0
Pt -0.956 1.680 1.259 -0.5 -0.5 -0.2
C -1.559 5.028 -3.226 0.2 0.1 0.7
H -1.108 7.708 1.884 -0.2 0.1 -0.2
H 4.710 5.844 -0.316 0.1 0.1 -0.2
H 3.721 6.090 1.109 -0.1 0.1 0.2
H -3.078 3.755 -0.397 0.0 -0.1 0.0
N -2.852 1.538 0.394 0.9 0.0 0.6
H -1.724 3.569 2.195 -0.2 0.5 0.3
H -3.629 5.296 0.230 0.0 0.1 0.2
H 1.816 8.304 0.025 -0.1 0.1 0.3
H -2.455 5.217 -3.810 -0.2 0.1 0.0
C -3.572 0.642 0.125 0.0 0.4 -0.1
H 2.973 8.426 -1.282 0.3 0.0 -0.1
H -2.165 7.895 -0.444 0.0 0.1 0.3
S 2.747 1.877 1.354 0.2 0.3 -0.2
Si -1.736 5.607 -1.410 -0.5 0.2 -0.3
C 1.388 4.862 3.309 -0.4 0.0 -0.6
C -1.688 4.555 2.701 0.5 -0.1 -0.4
H 3.778 4.514 0.351 0.0 -0.2 0.1
H 3.587 5.840 -3.097 0.2 0.1 0.1
H -0.472 7.577 3.511 0.0 -0.1 0.3
H -4.129 4.768 -1.366 0.0 0.1 -0.2
H -2.573 5.102 2.394 -0.1 0.2 -0.1
C -3.295 4.787 -0.668 0.7 0.1 -0.1
H -0.728 5.517 -3.722 0.2 0.2 -0.1
C -1.992 7.507 -1.440 0.2 -0.7 0.1
S 2.522 -0.835 3.491 0.0 0.3 -0.2
S -4.645 -0.445 -0.295 -0.4 -0.6 -0.2
C 2.063 7.929 -0.961 0.0 -0.7 0.0
H 2.306 5.397 3.086 0.1 0.2 -0.1
Si -0.064 5.437 2.210 -0.1 0.0 0.5
Si 2.262 6.023 -0.944 0.3 0.4 -0.3
S -0.081 1.550 3.492 -0.4 0.1 -0.8
As 1.417 0.485 2.289 0.9 -1.6 0.9
H 2.674 4.377 -2.769 0.0 -0.3 0.0
S 0.194 -0.557 0.811 -0.3 0.6 0.2
C 3.764 5.581 0.152 -0.7 0.0 -0.3
H 1.180 4.984 4.370 -0.2 0.1 0.1
C -0.283 7.324 2.472 0.1 -0.6 -0.3
H 1.865 5.782 -3.420 -0.2 0.1 -0.1
H 1.589 3.807 3.138 0.0 -0.1 0.0
Si 0.233 5.045 -0.152 0.1 0.2 0.1
C 2.638 5.460 -2.731 -0.3 0.0 0.7
H 0.610 7.856 2.162 0.2 0.1 -0.1
H -1.118 8.010 -1.838 0.2 0.1 -0.1
Te 0.550 2.587 -0.701 0.0 0.4 0.1

---

# 4
47
Properties=species:S:1:pos:R:3:forces:R:3 method="wB97M-V/def2-TZVPD" homo_lumo_gap_ev=2.84 total_charge=-1 largest_force_ha_per_bohr=0.067
H 0.932 1.437 0.490 0.4 -1.3 1.6
H 4.116 0.896 3.079 -0.7 1.4 -1.8
H -3.244 1.863 3.725 -0.1 0.0 -0.1
O 3.740 1.378 2.260 -2.1 -1.6 2.2
H -4.443 4.104 3.190 0.0 -0.1 0.0
C -4.180 -1.350 -0.478 0.0 0.1 0.0
C -3.571 1.412 2.785 0.0 0.0 -0.1
H -1.293 -2.165 -2.604 -0.1 0.1 0.2
B 2.271 1.170 2.398 0.2 0.0 -0.3
S -5.243 1.980 2.391 0.2 -0.1 -0.3
C 3.975 -0.636 -4.737 -0.1 0.0 -0.2
C 1.269 0.584 1.234 0.2 0.4 -0.5
H -2.885 1.684 1.979 -0.1 0.0 0.0
H -4.602 -1.536 0.512 0.1 0.0 -0.1
H 0.277 0.211 1.765 1.8 0.7 -1.0
C 1.334 -2.047 0.767 1.4 0.3 -0.2
C 4.041 1.663 -3.349 -0.1 0.2 -0.1
H 1.442 0.580 4.117 0.2 2.2 -0.9
H 1.881 -4.166 1.426 1.5 1.9 0.0
H 4.130 -1.716 -4.797 0.0 0.2 0.1
H 2.979 1.743 -3.593 0.1 -0.1 0.1
H 4.581 -0.141 -5.499 0.0 0.0 0.0
H 4.242 2.211 -2.426 0.0 -0.2 -0.1
C -2.243 -1.718 -2.302 0.1 0.1 -0.1
O -1.652 -1.738 0.307 -1.1 -0.3 -0.6
H -5.709 4.285 1.948 0.1 -0.2 0.0
C 1.961 -0.593 0.283 -0.2 -0.5 2.3
H -4.048 3.858 1.461 -0.1 -0.1 0.1
H -3.961 -0.285 -0.583 0.0 -0.1 0.1
H -2.145 -0.629 -2.294 0.0 -0.1 0.1
C 2.471 -3.159 1.187 -1.9 -0.5 -0.9
H -3.590 0.325 2.893 -0.1 0.2 -0.1
H -3.023 -2.019 -3.005 0.0 0.0 0.1
H 0.759 -2.474 -0.183 1.0 0.3 2.3
H 4.645 2.081 -4.157 0.0 -0.1 0.0
H -4.896 -1.663 -1.241 0.0 0.0 0.0
O -5.581 1.472 1.021 0.2 0.3 0.5
H 2.917 -0.413 -4.895 0.1 0.0 0.1
C -4.811 3.730 2.232 0.0 0.1 -0.1
H 3.136 -0.555 0.463 -2.3 -0.3 0.0
S -2.658 -2.314 -0.645 0.6 0.4 0.5
F 3.233 -2.761 2.406 -1.1 -0.8 -2.3
O 1.680 1.491 3.722 1.0 -2.8 -0.3
O 3.525 -0.646 -2.100 1.0 0.4 -1.3
S 4.489 -0.072 -3.096 -0.6 -0.5 0.8
H 3.150 -3.406 0.258 -0.7 0.9 2.2
H 0.600 -1.957 1.687 1.1 -0.3 -1.8